C30H64MgO20S6 | the ωB97M-V functional and the def2-TZVPD basis

Structure (XYZ):
```
121
Properties=species:S:1:pos:R:3:forces:R:3:lowdin_charge:R:1
Mg -2.043596 0.904564 -1.465157 1.0 0.4 0.8 0.393
O -1.817490 0.894666 0.596050 0.9 -0.4 -0.6 -0.341
C -0.726349 0.008816 0.753156 -1.2 0.8 0.8 -0.375
C 0.147959 -0.320897 -0.480285 0.7 -0.7 -0.8 -0.364
O -0.425016 -0.245219 -1.753291 0.1 0.4 1.2 -0.313
H -1.106764 -0.916031 1.235831 0.0 -0.5 -0.2 0.070
H -0.040651 0.411076 1.527930 0.3 0.0 0.0 0.063
H 0.564566 -1.336121 -0.305501 -0.3 -0.4 0.2 0.084
H 1.099331 0.237763 -0.369516 -0.2 0.7 -0.3 0.077
C 3.050548 1.510288 2.762822 0.6 -0.3 -0.1 -0.007
C 3.373895 2.986711 2.705300 -0.6 -0.6 -0.7 -0.313
C 4.844245 3.387198 2.592312 -1.5 0.2 0.1 -0.045
O 4.770905 4.542083 1.697033 0.3 -0.5 0.1 0.069
C 3.662931 4.395644 0.937961 -1.5 0.5 0.9 -0.578
O 3.250898 5.099672 0.068917 1.2 0.2 -0.3 0.142
O 2.894695 3.402933 1.426493 -0.3 0.1 -0.4 0.038
H 3.392149 1.096663 1.811088 0.3 -0.2 0.2 0.086
H 1.989357 1.262663 2.768088 -0.1 0.5 0.3 0.070
H 3.547452 1.012638 3.597031 -0.1 0.0 0.0 0.099
H 2.840694 3.567781 3.464458 0.2 0.0 0.0 0.160
H 5.402594 2.603506 2.088545 0.4 0.0 0.4 0.140
H 5.097431 3.669513 3.610501 1.1 0.2 -0.4 0.141
C -1.808576 2.501697 4.299908 0.1 0.7 -0.3 -0.021
C -1.519298 1.451078 5.343063 0.4 -0.5 -0.6 -0.283
C -1.134478 0.082965 4.699754 -0.4 1.3 0.5 -0.075
O 0.014434 -0.312641 5.425145 0.3 -0.6 0.3 0.031
C 0.553290 0.750775 6.065677 0.1 0.1 -0.8 -0.572
O 1.672263 0.801000 6.463903 -0.1 -0.1 0.3 0.161
O -0.322915 1.760014 6.078480 -0.2 0.7 0.3 0.091
H -1.004007 2.620732 3.569670 0.1 -0.4 0.1 0.092
H -1.947839 3.501350 4.715261 -0.2 -0.2 0.3 0.088
H -2.693175 2.247103 3.714469 -0.1 -0.2 0.2 0.074
H -2.349812 1.361449 6.042994 0.1 0.0 0.1 0.150
H -0.826399 0.283026 3.671236 -0.4 -0.5 -0.2 0.113
H -1.943818 -0.624822 4.856340 0.2 -0.3 -0.5 0.137
C 0.601607 -3.957813 4.550977 0.3 0.0 -0.3 -0.011
C 0.925364 -3.153648 3.291965 -0.5 0.4 1.2 -0.301
C 1.790581 -1.893838 3.381374 -0.1 -0.1 0.2 -0.083
O 3.026070 -2.284592 2.760325 -0.6 0.4 0.1 0.069
C 2.866595 -3.490295 2.160925 2.0 0.7 0.7 -0.585
O 3.784005 -4.033247 1.619059 -0.8 -0.2 -0.4 0.151
O 1.663273 -3.971278 2.394859 -1.1 -0.8 -0.7 0.088
H 0.326571 -4.953498 4.199639 -0.1 0.0 0.2 0.087
H -0.260180 -3.515745 5.048864 0.1 0.0 0.1 0.079
H 1.427306 -4.069193 5.253378 0.1 0.1 -0.1 0.092
H -0.060090 -2.849199 2.932360 0.2 -0.3 -0.9 0.140
H 1.967510 -1.552364 4.398503 0.2 -0.1 0.0 0.125
H 1.280547 -1.100701 2.832421 0.4 0.1 -0.2 0.103
C 0.834241 -4.601728 -1.018870 0.2 0.3 1.1 -0.007
C 0.244893 -5.741344 -1.814347 0.0 1.6 -1.0 -0.287
C -0.877058 -6.494761 -1.157607 0.9 -1.1 -0.1 -0.083
O -1.766670 -6.754904 -2.251592 -0.9 -0.5 1.0 0.084
C -1.606431 -5.818558 -3.168064 1.7 1.5 -2.1 -0.572
O -2.195372 -5.646618 -4.198108 -0.6 -0.5 1.0 0.146
O -0.486345 -5.073008 -2.894799 -0.7 -0.5 0.4 0.047
H -0.010648 -4.018632 -0.643594 0.0 0.4 -0.4 0.094
H 1.519820 -3.981526 -1.587015 -0.3 0.0 -0.4 0.063
H 1.399829 -4.769280 -0.096237 0.0 -1.0 -0.2 0.077
H 0.941513 -6.347700 -2.398838 0.2 -0.3 0.8 0.162
H -1.338028 -5.942541 -0.340475 -0.3 0.1 -0.2 0.137
H -0.495052 -7.452255 -0.803246 -0.4 0.0 0.2 0.140
C -5.934471 -1.069956 -1.337427 0.4 0.9 0.5 -0.218
S -4.232241 -1.560045 -0.897715 1.2 0.2 -0.2 0.954
O -3.229395 -0.546453 -1.357722 -2.4 -2.4 0.6 -0.556
C -4.239683 -1.473518 0.926084 -0.5 0.6 0.1 -0.225
H -6.460824 -1.134846 -0.385388 -0.6 -0.5 -0.4 0.044
H -6.266696 -1.667988 -2.179364 -0.2 -0.4 0.4 0.050
H -6.023319 -0.032364 -1.656665 0.6 0.1 0.0 0.036
H -4.820205 -0.659151 1.363730 -0.2 0.0 -0.4 0.031
H -3.209408 -1.253279 1.206418 0.1 -0.3 -0.2 0.033
H -4.634226 -2.399584 1.342179 0.2 -0.2 -0.2 0.052
C 5.432930 3.477750 -2.272709 -0.7 -0.4 0.4 -0.233
S 3.725000 2.880704 -2.571971 -0.4 0.3 0.1 0.814
O 3.566587 2.386950 -3.978527 0.6 -0.1 0.8 -0.542
C 3.611775 1.478371 -1.419802 0.8 -0.6 0.4 -0.238
H 6.213826 2.732922 -2.412364 -0.1 0.0 -0.7 0.056
H 5.522422 3.788054 -1.229527 -0.4 0.2 0.0 0.035
H 5.428034 4.356178 -2.912099 0.7 -0.1 -0.1 0.046
H 3.142427 1.728347 -0.467133 -0.5 0.4 -0.4 0.019
H 4.555395 1.037985 -1.077205 0.3 0.1 -0.6 0.059
H 3.054697 0.704235 -1.942728 -0.2 0.1 0.1 0.024
C -4.638403 2.367335 1.278999 -0.3 0.4 0.0 -0.221
S -4.844913 2.951178 -0.431720 0.7 0.2 1.0 0.895
O -3.892603 2.130963 -1.247308 -1.5 0.4 0.2 -0.526
C -6.576709 2.411262 -0.552369 -0.2 0.1 0.2 -0.251
H -5.394101 2.842050 1.909671 -0.3 -0.2 -0.2 0.061
H -3.680570 2.629831 1.721135 0.3 -0.2 -0.6 0.033
H -4.751707 1.289556 1.217334 0.1 0.0 0.2 0.026
H -6.723006 1.420811 -0.123331 0.2 -0.3 -0.7 0.037
H -6.886284 2.609079 -1.577114 0.0 -0.7 -0.1 0.059
H -7.262808 3.008147 0.057436 0.6 0.6 0.1 0.061
C -1.572329 -1.132249 -4.765096 -0.4 -0.7 -0.5 -0.234
S -2.221672 0.568217 -4.786976 1.6 -0.6 2.7 0.975
O -2.666628 0.777691 -3.344476 -1.0 0.3 -2.3 -0.597
C -0.599839 1.360460 -4.765883 1.0 0.0 -0.5 -0.251
H -2.346801 -1.885705 -4.938794 -0.3 0.4 -0.2 0.054
H -1.176658 -1.421440 -3.789211 0.4 0.8 0.1 0.048
H -0.859148 -1.237094 -5.583861 0.2 0.0 0.1 0.055
H -0.733156 2.440220 -4.732172 -0.1 0.0 -0.6 0.047
H 0.009220 0.983005 -5.594592 -0.4 0.6 -0.5 0.062
H 0.074902 1.159226 -3.927500 -1.0 -0.6 0.6 0.057
C 0.622760 4.437159 -1.059366 -0.9 -0.3 -0.7 -0.225
S -0.981083 4.121841 -1.860638 0.2 -1.3 -0.2 0.948
O -1.212270 2.622774 -1.950552 0.8 2.2 0.2 -0.547
C -1.987993 4.854183 -0.594926 -0.9 0.2 0.6 -0.273
H 0.492872 4.381385 0.015053 0.3 0.0 0.0 0.054
H 0.924983 5.408247 -1.445344 0.2 0.1 0.4 0.060
H 1.292152 3.684551 -1.464201 0.1 0.0 0.2 0.018
H -1.870344 4.558323 0.450456 0.7 -0.4 -0.2 0.067
H -3.034981 4.633556 -0.797722 0.1 0.3 -0.5 -0.007
H -1.805935 5.927934 -0.672336 -0.1 0.0 0.0 0.062
C 2.168794 -1.693288 -3.461776 0.7 0.2 0.1 -0.248
S 2.799594 -2.702955 -4.809682 0.7 -0.7 -0.7 0.805
O 3.182822 -1.859537 -5.990788 -0.5 0.0 0.6 -0.567
C 4.445354 -3.200304 -4.167153 -0.2 0.4 1.0 -0.254
H 2.839052 -0.845615 -3.317885 -0.1 0.1 -0.1 0.040
H 2.144538 -2.284738 -2.548905 0.0 -0.1 0.0 0.034
H 1.152785 -1.369472 -3.675618 0.1 0.0 -0.1 0.027
H 4.992915 -3.660162 -4.983361 -0.2 0.1 -0.2 0.043
H 4.442894 -3.874282 -3.305850 -0.5 -0.2 -0.2 0.044
H 4.968371 -2.317824 -3.791166 0.0 0.2 -0.4 0.049
```
Positions in Å, forces in eV/Å.

The calculation puts the energy at -5275.39698 Ha. The value obtained for the energy above the lowest of the compared OMol25 structures with the same formula, charge and spin is 192.5 kJ/mol.

---

C2H3O3S2 | the ωB97M-V functional and the def2-TZVPD basis

Structure (XYZ):
```
10
Properties=species:S:1:pos:R:3:forces:R:3:lowdin_charge:R:1
O -2.063991 1.145231 -0.384713 -0.4 0.6 0.0 -0.058
C -1.600254 0.548721 0.606776 2.2 -0.1 -2.6 -0.805
O -2.068587 -0.011264 1.543334 -1.8 -1.1 2.9 0.013
C -0.023662 0.321176 0.393956 1.6 1.9 -1.5 -0.604
O 0.492757 1.485210 -0.324590 0.3 -1.5 0.9 -0.132
S 0.138282 -1.216527 -0.514980 -0.7 -1.1 -1.4 0.473
S 2.017235 -2.032530 -0.234226 0.1 -0.2 0.9 0.245
H 0.699366 0.100198 1.152003 -0.2 0.6 1.4 0.059
H -0.281496 1.723565 -0.839029 -0.7 0.3 -0.3 0.039
H 2.690349 -2.063780 -1.398532 -0.4 0.6 -0.3 -0.230
```
Positions in Å, forces in eV/Å.

Its net charge is -1. The calculation puts the energy at -1100.16761 Ha. The value obtained for the energy above the lowest of the compared OMol25 structures with the same formula, charge and spin is 72.8 kJ/mol. The SMILES is O=C([O-])[C@H](O)SS.

---

Sequential frontier orbital gap output: 6.61, 7.69 eV